C47H57N2P2RhSSb | ωB97M-V with the def2-TZVPD basis set

Atoms and positions in Å:
Sb (-0.269, -0.782, 2.093)
Rh (0.085, -0.491, -0.755)
S (2.353, -0.333, -1.261)
P (0.026, -2.375, -2.351)
P (-0.960, 1.726, -1.044)
N (4.249, 1.195, -0.135)
N (3.503, 1.895, -2.214)
C (-1.366, 2.868, -3.535)
C (-1.244, 3.879, -4.472)
C (0.073, -1.721, -4.043)
C (2.518, 1.890, -3.292)
C (1.788, 0.250, 6.342)
C (-0.527, 5.031, -4.168)
C (-0.190, 0.079, 4.981)
C (0.063, 5.178, -2.920)
C (-0.379, -3.671, 3.018)
C (-3.709, 2.245, -1.099)
C (1.224, 3.114, 2.102)
C (-1.093, 3.346, 2.699)
C (0.249, 3.504, 3.011)
C (0.408, 0.275, 6.219)
C (4.692, 2.495, 0.380)
C (-0.943, -0.624, -4.313)
C (-4.355, 0.309, 3.097)
C (1.172, -5.423, 2.460)
C (4.580, 0.061, 0.722)
C (0.278, -2.813, 2.133)
C (-2.700, 1.283, -1.020)
C (1.445, -4.606, -3.313)
C (-3.047, -0.066, -0.978)
C (-0.495, 2.406, 0.562)
C (-1.468, 2.793, 1.484)
C (-5.369, 0.505, -1.047)
C (0.620, -0.162, 3.878)
C (-4.374, -0.463, -0.986)
C (-1.676, -4.080, -0.926)
C (2.005, -0.182, 3.989)
C (-5.074, -0.849, 2.839)
C (0.857, 2.568, 0.886)
C (-2.992, 0.347, 2.858)
C (-2.341, -0.782, 2.359)
C (1.393, -3.259, 1.438)
C (-4.432, -1.973, 2.340)
C (0.065, -4.974, 3.169)
C (-5.036, 1.854, -1.102)
C (1.427, -3.526, -2.228)
C (-0.053, 4.168, -1.978)
C (-0.759, 3.003, -2.285)
C (-3.070, -1.941, 2.090)
C (3.435, 1.073, -1.182)
C (-1.493, -3.360, -2.251)
C (4.712, 2.672, -2.524)
C (1.843, -4.563, 1.605)
C (2.587, 0.021, 5.227)
H (1.622, 2.276, 0.176)
H (-3.459, 3.298, -1.167)
H (1.377, -3.983, -1.238)
H (-5.817, 2.598, -1.157)
H (0.392, 4.305, -1.001)
H (-0.899, -4.825, -0.755)
H (-0.087, -2.578, -4.705)
H (4.591, 3.723, -2.270)
H (-0.819, -0.229, -5.319)
H (3.662, -0.009, 5.332)
H (1.519, -6.437, 2.590)
H (2.305, -5.256, -3.153)
H (5.771, 2.613, 0.284)
H (4.422, 2.532, 1.437)
H (5.564, 2.250, -1.998)
H (-6.137, -0.880, 3.036)
H (-0.446, 5.823, -4.899)
H (-0.803, 0.203, -3.613)
H (-2.636, -4.592, -0.906)
H (0.537, 3.939, 3.956)
H (2.866, 1.245, -4.100)
H (2.339, -2.926, -2.256)
H (1.539, -4.188, -4.313)
H (2.415, 2.908, -3.660)
H (-1.454, -4.071, -3.083)
H (4.879, 2.583, -3.595)
H (1.943, -2.588, 0.783)
H (0.557, -5.234, -3.280)
H (2.632, -0.390, 3.131)
H (-2.328, -2.688, -2.463)
H (1.556, 1.543, -2.927)
H (-2.588, -2.828, 1.708)
H (4.184, 3.300, -0.145)
H (2.243, 0.405, 7.309)
H (2.267, 3.253, 2.347)
H (-4.856, 1.178, 3.499)
H (3.856, -0.045, 1.531)
H (-2.261, -0.838, -0.950)
H (-1.969, -0.980, -4.223)
H (4.622, -0.855, 0.140)
H (5.565, 0.252, 1.144)
H (2.723, -4.904, 1.080)
H (-1.722, 3.782, -5.434)
H (-0.211, 0.446, 7.088)
H (-0.444, -5.638, 3.852)
H (-2.517, 2.673, 1.254)
H (-1.639, -3.382, -0.094)
H (-6.407, 0.208, -1.064)
H (0.594, 6.086, -2.675)
H (-2.440, 1.248, 3.087)
H (-1.968, 2.002, -3.773)
H (1.093, -1.371, -4.222)
H (-1.270, 0.093, 4.903)
H (-1.221, -3.333, 3.609)
H (-4.634, -1.511, -0.953)
H (-4.993, -2.878, 2.154)
H (-1.851, 3.663, 3.401)

The energy above the lowest of the compared OMol25 structures with the same formula, charge and spin comes out at 0.0 kcal per mole. As for the total charge: +3. The HOMO energy (spin up / spin down) is -15.5 / -16.2 eV. As for the spin multiplicity: 5.

These are the Mulliken partial charges, in e, on atoms 1 to 8: atom 1 (Sb): -0.196, atom 2 (Rh): 2.970, atom 3 (S): -0.649, atom 4 (P): 0.198, atom 5 (P): 1.120, atom 6 (N): 0.282, atom 7 (N): 0.239, atom 8 (C): -0.638